Molecular formula: C34H55CuO2SbSe
Method: DFT, ωB97M-V/def2-TZVPD

```
94
Properties=species:S:1:pos:R:3:forces:R:3:mulliken_spin:R:1
Cu 0.26783 -2.51029 -1.87354 0.2 0.2 0.2 0.5744
C -2.90017 -1.31149 4.33226 -0.1 0.1 -0.2 -0.0001
C -3.71097 -0.80739 3.13426 -0.1 0.0 0.1 -0.0007
C -3.70237 0.72821 3.15366 0.0 -0.2 0.1 0.0002
C -5.14767 -1.32439 3.28776 0.2 0.1 0.0 0.0001
C -3.12917 -1.26859 1.80536 0.1 -0.1 0.2 0.0110
C -1.92957 -1.94369 1.70956 0.0 0.1 0.0 -0.0290
C -1.39537 -2.24829 0.46536 0.4 -0.2 0.1 0.0049
Se 0.26453 -3.27039 0.47026 -0.2 0.4 -0.4 0.1957
C 1.68733 -1.94049 0.46526 -0.1 -0.3 0.0 0.0128
C 1.97713 -1.22149 1.60856 0.0 0.0 -0.1 -0.0475
C 3.04883 -0.33979 1.61446 -0.1 0.0 0.0 0.0124
C 3.82563 -0.27309 0.46156 0.0 -0.1 0.0 -0.0099
C 3.56163 -0.98279 -0.70034 -0.1 -0.2 -0.1 0.0413
C 2.43463 -1.83319 -0.72104 0.1 0.2 0.6 -0.0220
O 2.06013 -2.48659 -1.80774 0.8 -0.4 -0.4 0.0997
C 4.47143 -0.93009 -1.92134 0.2 0.0 -0.2 0.0085
C 3.68763 -0.57329 -3.19274 -0.1 -0.1 0.1 0.0063
C 5.08773 -2.32369 -2.09244 -0.1 0.1 0.0 -0.0032
C 5.60713 0.08821 -1.77944 -0.3 -0.2 0.0 -0.0016
C 3.34073 0.49931 2.84976 0.0 0.1 0.2 0.0008
C 4.34803 1.62321 2.57656 -0.2 -0.2 0.0 -0.0004
C 3.90163 -0.41479 3.94756 -0.1 0.2 -0.1 -0.0001
C 2.03073 1.14891 3.31926 0.2 0.0 0.0 0.0005
C -2.04327 -1.94889 -0.74264 -0.1 0.1 0.6 -0.0125
O -1.48977 -2.19559 -1.91574 -0.8 -0.3 -0.4 0.1124
C -3.32887 -1.34979 -0.64304 0.0 0.0 -0.1 0.0055
C -3.80287 -1.00609 0.60966 0.1 0.0 0.0 0.0010
C -4.17287 -1.16129 -1.90174 -0.1 0.0 -0.2 0.0110
C -5.53287 -0.51389 -1.61614 0.3 -0.1 0.0 -0.0012
C -3.44507 -0.30279 -2.94524 0.1 -0.1 0.1 0.0047
C -4.43327 -2.55409 -2.49704 0.1 0.1 0.0 0.0003
H -3.35427 -0.95629 5.25526 0.0 0.0 0.1 0.0000
H -1.87857 -0.94139 4.30096 0.2 0.0 0.0 -0.0002
H -2.88167 -2.39829 4.35976 0.0 -0.2 0.0 -0.0003
H -4.12027 1.10001 4.08686 -0.1 0.1 0.1 0.0000
H -4.28677 1.13241 2.33146 -0.1 0.1 -0.1 -0.0001
H -2.68287 1.09661 3.06196 0.1 0.1 0.0 0.0000
H -5.54387 -1.03889 4.25996 -0.1 0.0 0.1 0.0000
H -5.16817 -2.40939 3.21146 0.0 -0.1 0.0 0.0000
H -5.80477 -0.91749 2.52566 -0.1 0.0 -0.1 0.0000
H -1.35797 -2.24339 2.57616 -0.1 0.1 0.1 -0.0026
H 1.34143 -1.35989 2.47206 0.0 0.0 0.1 -0.0096
H 4.68343 0.37521 0.46866 0.1 0.1 0.0 -0.0003
H 2.93313 -1.32639 -3.39494 0.0 0.1 -0.1 0.0009
H 4.36633 -0.52319 -4.04154 0.1 0.1 -0.1 -0.0013
H 3.19593 0.39401 -3.08364 0.0 0.1 -0.1 0.0008
H 4.30473 -3.05269 -2.28374 0.0 -0.1 0.0 0.0007
H 5.62753 -2.61539 -1.19284 0.1 0.0 0.1 0.0001
H 5.78033 -2.31999 -2.92994 0.1 -0.1 -0.2 -0.0001
H 5.21483 1.09891 -1.67384 0.0 0.1 0.1 0.0000
H 6.21893 0.06041 -2.67914 0.0 0.0 -0.1 0.0002
H 6.25023 -0.14109 -0.93434 0.1 0.0 0.1 -0.0001
H 5.33173 1.22761 2.33406 0.1 0.0 -0.1 0.0001
H 4.45083 2.24401 3.46486 0.0 0.0 0.1 0.0000
H 4.00723 2.25621 1.75916 0.0 0.1 -0.1 0.0002
H 4.81773 -0.89009 3.60646 0.1 -0.1 0.0 0.0000
H 3.19273 -1.19779 4.20136 -0.1 -0.1 0.1 -0.0003
H 4.12453 0.15841 4.84496 0.0 0.1 0.2 0.0000
H 1.55943 1.66891 2.48766 -0.1 0.1 -0.1 0.0000
H 2.21823 1.86991 4.11146 0.0 0.1 0.1 0.0000
H 1.33033 0.40981 3.69566 -0.1 -0.1 0.1 -0.0004
H -4.75587 -0.50499 0.67626 -0.1 0.0 0.0 -0.0008
H -5.42157 0.48401 -1.19584 0.0 0.1 0.1 -0.0002
H -6.11927 -1.12809 -0.93814 -0.1 0.0 0.1 -0.0001
H -6.08627 -0.42419 -2.54894 0.0 0.0 -0.1 0.0002
H -3.29997 0.71471 -2.58144 0.0 0.1 0.0 0.0017
H -4.03167 -0.26249 -3.86214 -0.1 0.1 -0.1 -0.0008
H -2.47617 -0.73679 -3.17614 0.0 0.1 -0.1 -0.0018
H -4.93257 -3.19459 -1.77064 -0.1 0.0 0.0 0.0000
H -3.49417 -3.01789 -2.78724 0.0 -0.1 0.0 0.0004
H -5.06647 -2.46919 -3.37724 -0.1 0.0 -0.1 -0.0004
C 1.84963 3.61901 -1.48804 0.0 0.0 0.0 0.0051
C 1.91833 2.21801 -0.92104 -0.4 -0.6 -0.3 0.0192
Sb 0.41933 0.73131 -1.62284 -0.3 0.6 0.1 0.0059
C -0.21447 1.59111 -3.56544 0.2 -0.2 0.7 0.0036
C -0.92677 2.92461 -3.55004 0.0 0.1 -0.1 0.0023
C -1.16637 1.34101 -0.20254 0.5 -0.1 -0.6 0.0111
C -1.27107 2.81171 0.14046 0.0 0.0 0.0 0.0046
H 2.63703 4.22991 -1.04284 0.0 0.1 0.0 0.0010
H 0.89353 4.09141 -1.27854 0.0 0.1 0.0 -0.0005
H 2.00793 3.61881 -2.56474 0.0 0.0 -0.1 -0.0002
H 1.79183 2.23111 0.16136 0.0 -0.1 0.1 -0.0019
H 2.89063 1.77471 -1.12664 0.0 -0.1 0.1 -0.0025
H -0.84477 0.82401 -4.01124 0.0 -0.1 0.0 -0.0001
H 0.69723 1.65011 -4.15844 0.1 -0.1 0.0 -0.0009
H -1.81367 2.88991 -2.92184 -0.1 0.1 0.1 -0.0001
H -1.24367 3.19201 -4.55964 -0.1 0.1 0.0 0.0000
H -0.26847 3.71011 -3.19154 -0.1 0.1 0.1 0.0002
H -0.96207 0.75981 0.69696 0.1 -0.2 0.0 -0.0052
H -2.10027 0.96771 -0.60914 -0.1 -0.1 0.0 -0.0022
H -0.33387 3.19311 0.53776 0.1 0.1 0.1 -0.0002
H -2.03717 2.95301 0.90406 -0.1 0.1 0.1 0.0008
H -1.54737 3.40501 -0.72734 0.0 0.1 0.0 -0.0009
```
Forces are in eV/Å.

As for the multiplicity: 2. Its charge is 0. The calculation puts the electronic energy at -156769.1568 eV.

Molecular formula: C7H5LiO3Yb
Method: DFT, ωB97M-V/def2-TZVPD

```
17
Properties=species:S:1:pos:R:3:forces:R:3:mulliken_spin:R:1
O 1.22309 -2.63589 -2.74385 -0.2 1.1 1.3 0.0107
C 1.00588 -1.87518 -1.85014 0.1 -1.0 -1.4 0.0011
C 0.64277 -1.20722 -0.82057 -1.0 -0.5 1.1 -0.0309
C 0.87540 0.15842 -0.33894 -0.6 1.4 1.2 0.0052
C 1.66855 0.22627 0.95845 3.3 -0.4 -0.7 -0.0085
O 2.25271 1.21787 1.39388 -1.2 -0.5 0.0 0.0047
Yb -0.72379 -3.19043 0.47194 0.7 0.0 -0.6 1.0137
H 1.44084 0.76103 -1.07591 -0.3 0.1 0.4 0.0008
H 2.00807 -0.76200 1.32959 -0.7 0.1 0.4 0.0060
C -2.36037 -0.25904 0.38951 0.1 0.8 -0.4 -0.0371
C -1.72852 0.85343 -0.00372 -0.5 -0.7 0.1 0.0034
C -0.29556 1.16766 0.13625 -0.3 0.2 -2.5 -0.0053
O -0.01545 2.34653 0.35591 0.3 -0.7 0.5 0.0077
Li 1.56340 2.97043 1.17548 0.0 -0.1 -0.1 -0.0001
H -1.82024 -1.11065 0.79782 -0.3 0.5 0.3 0.0440
H -3.44784 -0.31595 0.31641 0.4 -0.2 0.0 -0.0168
H -2.28894 1.65473 -0.49210 0.1 -0.1 0.4 0.0015
```
Forces are in eV/Å.

As for the multiplicity: 2. Its charge is +1. The calculation puts the electronic energy at -45207.0284 eV.

Molecular formula: C5H10O
Method: DFT, ωB97M-V/def2-TZVPD

```
16
Properties=species:S:1:pos:R:3:forces:R:3:nbo_charge:R:1
C 1.01542 -0.39058 -1.41601 0.0 0.0 0.0 -0.5944
C 0.59804 -0.93190 -0.06698 0.0 -0.1 -0.1 -0.2079
C 0.87171 -0.16011 1.19118 0.1 0.1 0.1 -0.4238
C -0.55060 -0.42188 0.77294 -0.1 0.0 0.0 -0.2603
C -1.51076 0.71615 0.42853 -0.1 -0.1 0.3 -0.0614
O -1.42662 1.25372 -0.87764 0.2 0.2 -0.1 -0.7087
H 0.41576 -0.81730 -2.22576 0.1 0.1 0.1 0.2173
H 0.91897 0.69543 -1.47585 0.1 -0.2 0.0 0.1913
H 2.06818 -0.63455 -1.59998 -0.1 0.0 0.0 0.2067
H 0.74754 -2.00811 0.01540 0.0 0.2 0.0 0.2105
H 1.27481 -0.66517 2.06488 -0.1 0.1 -0.1 0.2148
H 1.23213 0.86100 1.06398 0.0 -0.2 0.0 0.1993
H -1.04823 -1.20711 1.34088 0.1 0.1 -0.1 0.2144
H -2.53570 0.34468 0.51632 0.1 0.0 0.0 0.1827
H -1.39929 1.51480 1.17818 0.0 -0.1 -0.1 0.1600
H -0.67136 1.85091 -0.91009 -0.1 -0.1 -0.1 0.4596
```
Forces are in eV/Å.

Its relative energy (zero: lowest compared OMol25 entry of this formula, charge and spin) is 1.372 eV. Its charge is 0. As for the structure (SMILES): C[C@H]1C[C@H]1CO. The calculation puts the electronic energy at -7393.3937 eV.

Molecular formula: C3H3NO3S
Method: DFT, ωB97M-V/def2-TZVPD

```
11
Properties=species:S:1:pos:R:3:forces:R:3:nbo_charge:R:1
O 2.81551 0.09770 0.01080 4.7 1.2 0.1 -0.4686
C 1.69912 -0.08692 -0.06686 -4.2 -1.9 -0.8 0.5165
C 0.56650 0.94873 0.00423 -2.7 2.2 1.7 -0.3572
N -0.66259 0.12858 0.05183 2.2 0.8 -0.1 -0.1610
O -1.91357 0.70109 -0.08255 1.9 1.9 0.8 -0.5065
C -0.55629 -1.20417 0.09604 -3.3 -1.9 -1.0 0.4291
O -1.58855 -1.89968 0.05576 1.0 0.8 0.3 -0.6544
S 1.00868 -1.93740 -0.07492 0.8 2.6 0.3 0.1755
H 0.69421 1.29455 1.15242 0.0 0.0 -2.7 0.2473
H 0.32651 1.99397 -0.76115 1.4 -3.5 2.2 0.2863
H -2.38952 -0.03645 -0.38559 -1.7 -2.0 -0.8 0.4931
```
Forces are in eV/Å.

Its relative energy (zero: lowest compared OMol25 entry of this formula, charge and spin) is 3.549 eV. Its charge is 0. As for the structure (SMILES): O=C1CN(O)C(=O)S1. The calculation puts the electronic energy at -21624.3389 eV.

Molecular formula: C2H7N3O
Method: DFT, ωB97M-V/def2-TZVPD

```
13
Properties=species:S:1:pos:R:3:forces:R:3:nbo_charge:R:1
C -1.64793 0.90668 0.08208 0.1 1.6 -0.1 -0.4985
N -0.34292 0.59819 -0.46897 -2.2 0.3 -1.2 -0.1879
N 0.48270 1.51409 -0.61466 -0.7 -1.1 1.5 0.1825
O 0.42640 2.67924 -0.19378 0.2 0.7 -0.4 -0.5041
H -1.45029 1.18955 1.14201 -0.8 -0.7 -0.3 0.2238
H -2.04167 1.86226 -0.32598 0.2 -0.3 0.0 0.2157
H -2.40649 0.11700 -0.18102 1.2 0.5 0.8 0.2174
H 1.34968 1.09830 -0.97462 0.3 0.6 -0.3 0.3542
C 0.59188 -2.25500 0.11135 -2.8 -0.9 -0.9 -0.0410
N 1.04120 -1.28386 -0.49817 4.5 0.6 -1.2 -0.5759
H -0.48043 -2.45154 -0.10230 0.3 0.0 0.6 0.1457
H 1.08823 -2.98565 0.66392 1.1 -1.0 1.2 0.1495
H 2.10724 -1.20410 -0.39067 -1.6 -0.3 0.2 0.3187
```
Forces are in eV/Å.

Its relative energy (zero: lowest compared OMol25 entry of this formula, charge and spin) is 5.712 eV. Its charge is 0. As for the structure (SMILES): C/N=[NH+]\[O-].C=N. The calculation puts the electronic energy at -8700.5654 eV.

Molecular formula: C2H7N2S2
Method: DFT, ωB97M-V/def2-TZVPD

```
13
Properties=species:S:1:pos:R:3:forces:R:3:mulliken_spin:R:1
C -0.25319 0.80381 0.86475 0.2 -1.9 -3.5 0.5811
C 0.02172 -0.10509 -0.53491 0.3 2.8 1.6 -0.0579
N 1.19192 -1.15007 1.47818 1.3 0.6 1.2 0.0599
N -0.62396 0.51807 -1.58948 -3.6 0.4 -1.6 0.0084
S -1.40218 2.00235 0.55087 -0.5 1.0 2.6 0.7233
S 0.44962 0.14707 2.25089 0.5 -0.3 0.0 0.6354
H -0.29192 -1.06448 -0.41999 -1.0 -2.7 0.8 0.0199
H 1.01205 -0.12672 -0.82188 2.5 0.0 0.3 0.0195
H 2.16930 -1.25414 1.79073 -0.7 0.0 0.1 0.0008
H 0.72334 -2.03704 1.51383 -0.5 -0.4 0.0 0.0210
H -1.18225 1.70501 -0.77536 0.1 -0.1 -1.4 -0.0089
H -1.51742 0.06217 -1.78205 -0.3 0.3 0.5 -0.0009
H -0.29703 0.49907 -2.52557 1.7 0.3 -0.6 -0.0018
```
Forces are in eV/Å.

As for the multiplicity: 3. Its relative energy (zero: lowest compared OMol25 entry of this formula, charge and spin) is 0.920 eV. Its charge is +1. The calculation puts the electronic energy at -26826.5168 eV.

Molecular formula: C2H2N4OS
Method: DFT, ωB97M-V/def2-TZVPD

```
10
Properties=species:S:1:pos:R:3:forces:R:3:nbo_charge:R:1
O 2.36552 -1.28833 0.00646 0.0 0.3 -0.2 -0.6342
C 1.39604 -0.37873 -0.02075 1.0 0.8 0.4 0.7109
N 1.70860 0.89863 -0.00810 -0.2 -0.7 -0.2 -0.4183
N 0.66854 1.78333 0.02048 -0.7 -1.2 0.0 0.0853
N -0.53173 1.36163 0.00317 0.2 1.0 -0.1 -0.2490
C -0.90422 0.01206 -0.02157 0.5 0.2 0.3 0.1335
S -2.44842 -0.43898 -0.00091 -0.5 -0.3 -0.1 -0.0176
N 0.16181 -0.87104 0.00236 -0.1 -0.7 0.1 -0.5766
H 3.20242 -0.78974 -0.03018 -0.1 -0.2 0.1 0.5182
H 0.04668 -1.88777 0.12174 -0.2 0.8 -0.2 0.4478
```
Forces are in eV/Å.

Its relative energy (zero: lowest compared OMol25 entry of this formula, charge and spin) is 0.349 eV. Its charge is 0. As for the structure (SMILES): Oc1nnnc(=S)[nH]1. The calculation puts the electronic energy at -20947.6026 eV.

Molecular formula: H10NO3
Method: DFT, ωB97M-V/def2-TZVPD

```
14
Properties=species:S:1:pos:R:3:forces:R:3:nbo_charge:R:1
N 0.27712 0.19084 -0.86264 0.9 -2.2 -4.0 -0.9544
H -0.77238 0.03545 -0.90188 1.2 0.8 0.4 0.4720
H 0.59349 0.66925 -1.81301 -1.0 -1.0 2.7 0.4389
H 0.75462 -0.85220 -0.90024 -0.7 2.7 0.8 0.4671
H 0.60896 0.70842 -0.04545 -0.3 0.0 0.3 0.4685
H -3.23972 1.09871 -0.38031 -0.8 0.0 -0.9 0.4989
H -2.27574 1.02399 0.66758 0.6 -0.1 0.2 0.4774
O -2.31991 0.87548 -0.28236 0.0 0.1 0.7 -0.9565
H -0.20479 0.85789 2.30587 -1.0 -0.6 0.6 0.4817
H 0.88922 1.83913 2.27982 0.5 0.4 0.0 0.4982
O 0.55131 1.08702 1.79549 0.6 0.3 -0.6 -0.9575
H 1.25994 -2.76067 -1.12637 -1.2 -0.3 -0.3 0.4840
H 2.39246 -2.55091 -0.37445 0.7 0.7 1.0 0.5048
O 1.48542 -2.22242 -0.36207 0.4 -0.7 -0.9 -0.9230
```
Forces are in eV/Å.

Its relative energy (zero: lowest compared OMol25 entry of this formula, charge and spin) is 0.971 eV. Its charge is +1. The calculation puts the electronic energy at -7788.7071 eV.

> Which of these has the highest electronic energy?

C5H10O